The following is a quantum chemistry calculation of an isolated ion of composition C8H16N3O3S and charge +1, from OMol25.

Results
SMILES: [H]/N=C(\C)OS(=O)(=O)[N+]12CCN(CC1)CC2
ΔE to the lowest compared entry with this formula, charge and spin (eV): 2.917
E_HOMO (eV): -13.165

ORCA input file:
```
! RIJCOSX wB97M-V def2-TZVPD def2/J DEFGRID3
* xyz 1 1
H 1.12 -2.30 3.13
N 1.17 -2.03 2.09
C 1.95 -1.05 1.83
C 2.58 -0.10 2.89
O 2.09 -0.54 0.57
S 1.70 -0.81 -0.93
O 2.35 0.25 -1.61
O 1.65 -2.18 -1.31
N 0.00 -0.13 -0.86
C -0.65 -0.13 -2.22
C -1.91 0.81 -2.12
N -2.23 1.08 -0.77
C -2.24 -0.21 -0.01
C -0.83 -0.90 0.03
C -1.23 1.88 -0.20
C 0.17 1.33 -0.43
H 2.83 -0.83 3.76
H 1.83 0.54 3.29
H 3.45 0.40 2.36
H -0.95 -1.18 -2.34
H 0.04 0.22 -3.02
H -1.83 1.82 -2.64
H -2.76 0.24 -2.49
H -2.96 -0.89 -0.50
H -2.54 -0.21 1.02
H -0.38 -0.96 0.98
H -0.95 -1.98 -0.39
H -1.29 1.79 0.88
H -1.62 2.95 -0.25
H 0.68 1.92 -1.16
H 0.78 1.20 0.41
*
```

---

The following is a quantum chemistry calculation of C7H25CaN11O9 as an isolated structure, from OMol25.

Results
ΔE to the lowest compared entry with this formula, charge and spin (eV): 12.082
E_HOMO (eV): -6.429

ORCA input file:
```
! RIJCOSX wB97M-V def2-TZVPD def2/J DEFGRID3
* xyz 0 1
Ca -0.39 0.07 -0.08
C 2.65 3.08 2.39
C 3.59 1.90 2.12
O 3.07 0.84 1.36
H 2.11 3.49 1.53
H 3.21 3.93 2.77
H 1.89 2.71 3.08
H 4.09 1.63 3.05
H 4.38 2.31 1.50
N -4.16 -1.01 -3.27
O -3.68 -0.65 -2.16
O -5.33 -1.29 -3.45
O -3.39 -1.07 -4.20
C 2.73 1.61 -3.87
O 1.77 1.61 -3.10
N 2.89 2.24 -5.02
N 3.79 0.96 -3.48
H 3.77 2.20 -5.53
H 2.26 3.00 -5.21
H 4.64 0.85 -4.02
H 3.72 0.59 -2.54
C 0.59 -4.19 -3.15
O 0.78 -3.11 -2.62
N -0.39 -4.56 -3.88
N 1.45 -5.25 -3.04
H -0.32 -5.44 -4.37
H -1.09 -3.86 -4.07
H 2.36 -5.17 -2.62
H 0.97 -6.14 -3.12
C -1.59 5.37 -0.91
O -1.56 4.20 -0.54
N -2.45 6.22 -0.42
N -0.93 5.98 -1.85
H -2.29 7.21 -0.56
H -3.23 5.91 0.14
H -0.22 5.43 -2.32
H -0.94 6.98 -1.93
C -1.43 0.31 5.16
O -1.53 0.51 3.96
N -1.93 1.10 6.11
N -0.63 -0.59 5.64
H -1.79 0.77 7.06
H -2.45 1.92 5.85
H -0.12 -1.24 5.06
H -0.54 -0.75 6.64
C -1.72 -4.58 2.08
O -1.36 -3.55 1.54
N -2.88 -5.14 2.00
N -0.85 -5.40 2.63
H -3.12 -5.77 2.75
H -3.49 -4.75 1.30
H 0.09 -5.05 2.69
H -1.01 -6.35 2.93
*
```

---

The following is a quantum chemistry calculation of one molecule with the formula C11H9NO, from OMol25.

Results
ΔE to the lowest compared entry with this formula, charge and spin (eV): 9.260
E_HOMO (spin up / spin down) (eV): -7.362 / -8.171

ORCA input file:
```
! RIJCOSX wB97M-V def2-TZVPD def2/J DEFGRID3
* xyz 0 1
C -2.19 1.77 -0.02
C -0.86 2.10 -0.01
C -2.72 0.44 0.10
C -0.01 1.02 0.08
C -1.82 -0.59 0.06
C 2.09 1.38 0.00
C -0.37 -0.32 0.05
C 3.01 0.49 -0.76
C 3.05 0.61 0.75
C 2.85 -0.70 0.13
C -2.21 -2.04 -0.12
N 0.40 -1.41 0.15
O 1.70 -1.60 0.01
H -2.76 2.71 0.13
H -0.53 3.13 0.08
H -3.75 0.17 0.10
H 3.72 0.67 -1.62
H 3.83 0.87 1.39
H 3.54 -1.50 0.15
H -1.35 -2.79 0.17
H -2.47 -2.29 -1.18
H -3.13 -2.11 0.39
*
```

---

The following is a quantum chemistry calculation of a 2-piece molecular cluster, C5H14 overall, from OMol25.

Results
SMILES: CCC.CC
ΔE to the lowest compared entry with this formula, charge and spin (eV): 1.400
E_HOMO (eV): -10.756

ORCA input file:
```
! RIJCOSX wB97M-V def2-TZVPD def2/J DEFGRID3
* xyz 0 1
C 0.86 -1.64 0.24
C 1.09 -1.16 1.70
C -0.09 -0.31 2.23
H 1.82 -2.01 -0.10
H 0.24 -2.49 0.15
H 0.50 -0.99 -0.55
H 2.02 -0.62 1.77
H 1.41 -2.03 2.29
H -0.61 -0.76 3.10
H -0.88 0.01 1.53
H 0.23 0.65 2.61
C -0.97 0.81 -1.80
C -0.80 2.23 -2.18
H -1.34 0.40 -0.86
H -1.43 0.22 -2.62
H -0.07 0.13 -1.74
H -0.95 2.50 -3.21
H 0.07 2.66 -1.70
H -1.73 2.68 -1.64
*
```